This record from the OMol25 dataset describes the molecule C3H4S2. The level of theory is ωB97M-V/def2-TZVPD.

Results
LUMO level ... -0.024 Eh
SMILES string ... S=C[C@H]1CS1
Charge ... 0
HOMO-LUMO gap ... 8.2034 eV
Multiplicity ... 1
ΔE to the lowest compared entry with this formula, charge and spin ... 44.5 kcal/mol
Total energy ... -24843.7095 eV

Positions of all 9 atoms, in Å:
C 1.68 -0.45 -0.53
C -1.08 0.17 0.02
C 0.55 -0.57 0.40
S 3.19 -0.29 0.09
S -0.92 -1.61 -0.01
H 1.49 -0.46 -1.66
H -1.37 0.74 0.96
H -0.96 0.61 -0.94
H 0.57 -0.45 1.54

Results of the Mulliken charge analysis, in e, for atoms 1 through 8: atom 1 (C): -0.216, atom 2 (C): -0.611, atom 3 (C): -0.191, atom 4 (S): -0.227, atom 5 (S): -0.050, atom 6 (H): 0.281, atom 7 (H): 0.309, atom 8 (H): 0.333



This record from the OMol25 dataset describes a structure of composition C6H8O2. The level of theory is ωB97M-V/def2-TZVPD.

Results
LUMO level ... 0.014 Eh
Charge ... 0
HOMO-LUMO gap ... 9.7377 eV
Multiplicity ... 1
ΔE to the lowest compared entry with this formula, charge and spin ... 137.1 kcal/mol
Total energy ... -10440.7825 eV

Positions of all 16 atoms, in Å:
C -1.91 -0.18 -0.13
C -0.52 -0.64 -0.26
C 0.60 0.07 0.64
C 1.60 1.31 -0.12
C 2.00 -0.07 0.01
C 3.13 -0.87 -0.06
H -1.26 1.48 0.60
H -0.42 -1.68 0.05
H -0.51 -0.44 -1.49
H 0.51 0.31 1.81
H 2.50 2.04 0.34
H 1.26 1.59 -1.10
H 3.22 -1.81 0.60
H 3.79 -0.68 -1.23
O -2.07 1.18 -0.09
O -2.75 -1.00 0.08

Results of the Mulliken charge analysis, in e, for atoms 1 through 8: atom 1 (C): 0.225, atom 2 (C): 0.099, atom 3 (C): -0.622, atom 4 (C): -0.457, atom 5 (C): 0.190, atom 6 (C): -0.642, atom 7 (H): 0.416, atom 8 (H): 0.277



This record from the OMol25 dataset describes the molecule C7H10N2O2S2. The level of theory is ωB97M-V/def2-TZVPD.

Results
LUMO level ... -0.012 Eh
SMILES string ... O=C([O-])[C@H]1CS[C@]23SCC[N@H+]2CN13
Charge ... 0
HOMO-LUMO gap ... 6.8892 eV
Multiplicity ... 1
ΔE to the lowest compared entry with this formula, charge and spin ... 84.3 kcal/mol
Total energy ... -36162.4492 eV

Positions of all 23 atoms, in Å:
C 0.72 3.52 -0.72
C -0.01 -2.08 -0.08
C -1.25 -1.85 -0.95
C -0.96 2.66 1.38
C 0.88 0.33 -0.77
C 0.25 2.35 0.45
C -0.74 0.24 0.57
N -0.16 1.20 -0.29
N 0.47 -0.73 0.29
O 0.24 4.59 -0.54
O 1.52 3.03 -1.45
S -2.21 -0.58 -0.14
S -1.23 1.02 2.24
H -0.41 -2.70 0.78
H 0.82 -2.49 -0.53
H -1.14 -1.50 -1.94
H -1.76 -2.70 -1.09
H -0.64 3.47 1.96
H -1.94 2.85 1.03
H 0.62 -0.17 -1.86
H 1.90 0.55 -0.59
H 1.28 2.40 0.99
H 0.99 -0.84 1.13

Results of the Mulliken charge analysis, in e, for atoms 1 through 8: atom 1 (C): 0.525, atom 2 (C): -0.642, atom 3 (C): -0.824, atom 4 (C): -0.713, atom 5 (C): -0.504, atom 6 (C): 0.062, atom 7 (C): 0.004, atom 8 (N): 0.017



This record from the OMol25 dataset describes a cluster of 2 separate species, C22H37Cl2NO5S in total. The level of theory is ωB97M-V/def2-TZVPD.

Results
LUMO level ... 0.020 Eh
Charge ... 0
HOMO-LUMO gap ... 9.1495 eV
Multiplicity ... 1
Total energy ... -71017.0965 eV

Positions of all 68 atoms, in Å:
C -4.18 -2.07 1.35
O -3.26 -1.18 1.99
C -2.16 -0.79 1.16
C -2.72 0.37 0.22
O -2.95 1.59 0.95
C -2.61 2.73 0.16
C -1.08 2.99 0.04
Cl -0.03 2.86 1.49
C -0.51 3.31 -1.15
C 1.03 3.55 -1.32
Cl -1.46 3.48 -2.67
C -1.64 -1.98 0.24
C -0.16 -1.84 -0.22
C 0.50 -0.63 -0.71
C 1.90 -0.65 -1.15
C 2.69 -1.88 -1.13
C 2.06 -3.10 -0.63
C 2.87 -4.44 -0.59
C 0.67 -3.06 -0.19
O -1.03 -0.32 1.86
C -1.33 0.18 3.18
C -1.22 -0.94 4.31
N 0.01 -0.74 5.12
C 0.99 -1.80 4.78
C 1.82 -1.37 3.53
C 2.92 -2.52 3.25
O 2.45 -0.09 3.70
H -4.37 -1.87 0.27
H -3.82 -3.13 1.48
H -5.16 -2.02 1.90
H -3.72 0.09 -0.23
H -2.04 0.59 -0.65
H -3.05 3.62 0.70
H -3.15 2.67 -0.82
H 1.47 4.01 -0.40
H 1.14 4.27 -2.17
H 1.57 2.61 -1.60
H -2.30 -2.02 -0.67
H -1.71 -2.98 0.76
H -0.06 0.33 -0.76
H 2.41 0.26 -1.55
H 3.74 -1.91 -1.49
H 3.47 -4.51 -1.54
H 3.57 -4.50 0.28
H 2.15 -5.30 -0.62
H 0.19 -4.00 0.17
H -2.27 0.78 3.25
H -0.50 0.90 3.43
H -2.10 -0.74 5.00
H -1.36 -1.98 3.91
H -0.29 -0.80 6.10
H 0.52 -2.81 4.60
H 1.66 -1.91 5.68
H 1.22 -1.31 2.58
H 2.85 -3.25 4.09
H 2.72 -2.99 2.26
H 3.92 -1.99 3.23
H 2.88 0.11 2.85
C 1.45 4.93 -6.89
S 0.49 3.92 -5.74
O 1.45 3.09 -4.96
C -0.25 2.86 -6.99
H 2.03 5.64 -6.31
H 2.12 4.29 -7.46
H 0.77 5.46 -7.56
H 0.53 2.36 -7.56
H -0.87 3.47 -7.66
H -0.88 2.12 -6.49

Results of the Mulliken charge analysis, in e, for atoms 1 through 8: atom 1 (C): -0.777, atom 2 (O): -0.413, atom 3 (C): 0.462, atom 4 (C): -0.445, atom 5 (O): -0.340, atom 6 (C): -0.863, atom 7 (C): 0.368, atom 8 (Cl): -0.194



This record from the OMol25 dataset describes the molecule C2H4O4Si. The level of theory is ωB97M-V/def2-TZVPD.

Results
LUMO level ... -0.030 Eh
SMILES string ... C#CO[Si](O)(O)O
Charge ... 0
HOMO-LUMO gap ... 10.1920 eV
Multiplicity ... 1
ΔE to the lowest compared entry with this formula, charge and spin ... 51.0 kcal/mol
Total energy ... -18206.7369 eV

Positions of all 11 atoms, in Å:
C 2.59 1.60 0.08
C 1.65 0.85 -0.14
O -0.99 -1.70 1.01
O -1.29 0.79 0.24
O -1.80 -1.13 -1.33
O 0.81 -0.65 -0.56
Si -0.78 -0.67 -0.20
H 3.23 2.36 0.30
H -0.24 -2.19 1.37
H -0.99 1.23 1.10
H -2.20 -0.48 -1.86

Results of the Mulliken charge analysis, in e, for atoms 1 through 8: atom 1 (C): 0.046, atom 2 (C): -0.390, atom 3 (O): -0.485, atom 4 (O): -0.496, atom 5 (O): -0.431, atom 6 (O): -0.260, atom 7 (Si): 0.588, atom 8 (H): 0.453



This record from the OMol25 dataset describes a structure of composition C46H56I2KN5O7S2. The level of theory is ωB97M-V/def2-TZVPD.

Results
LUMO level ... 0.129 Eh
Charge ... -2
HOMO-LUMO gap ... 6.1468 eV
Multiplicity ... 1
ΔE to the lowest compared entry with this formula, charge and spin ... 53.7 kcal/mol
Total energy ... -124593.9370 eV

Positions of all 119 atoms, in Å:
K 0.31 -0.79 -0.99
S 2.10 -3.08 -0.43
C 3.17 -2.61 -1.77
C 4.46 -2.17 -1.46
C 5.30 -1.85 -2.51
C 4.84 -1.95 -3.81
C 3.53 -2.36 -4.00
N 2.71 -2.69 -3.01
H 4.77 -2.08 -0.43
H 6.31 -1.50 -2.30
H 5.47 -1.70 -4.66
H 3.12 -2.43 -5.00
C 0.40 5.66 1.34
C 0.81 4.20 1.43
C 1.74 3.95 2.61
O 1.38 3.84 0.20
C 1.05 2.48 -0.15
C -0.26 2.23 0.74
O -0.36 3.42 1.55
C -0.67 0.98 1.61
O -0.51 -0.17 0.93
C 0.12 0.98 2.94
C -0.24 1.70 4.08
C 0.52 1.63 5.24
C 1.66 0.85 5.28
C 2.03 0.13 4.15
C 1.26 0.18 3.00
C -2.18 1.13 1.97
C -2.98 2.25 1.84
C -4.33 2.22 2.21
C -4.89 1.07 2.74
C -4.09 -0.07 2.88
C -2.77 -0.04 2.47
C 2.38 1.63 -0.43
O 2.14 0.32 -0.58
C 3.53 1.90 0.59
C 4.00 0.82 1.32
C 5.07 0.95 2.19
C 5.71 2.17 2.33
C 5.28 3.25 1.57
C 4.21 3.11 0.71
C 2.94 2.21 -1.79
C 3.77 1.33 -2.50
C 4.32 1.68 -3.72
C 4.04 2.92 -4.29
C 3.21 3.79 -3.61
C 2.67 3.44 -2.37
H 1.29 6.28 1.20
H -0.10 5.96 2.26
H -0.27 5.79 0.50
H 2.63 4.58 2.53
H 2.06 2.91 2.65
H 1.21 4.18 3.54
H 0.63 2.53 -1.16
H -1.07 2.29 0.01
H -1.13 2.32 4.05
H 0.22 2.20 6.11
H 2.26 0.80 6.18
H 2.93 -0.49 4.17
H 1.51 -0.38 2.11
H -2.57 3.17 1.46
H -4.94 3.11 2.09
H -5.93 1.05 3.06
H -4.51 -0.98 3.29
H -2.15 -0.92 2.52
H 3.49 -0.13 1.16
H 5.40 0.09 2.77
H 6.55 2.27 3.01
H 5.79 4.21 1.65
H 3.89 3.96 0.11
H 3.94 0.36 -2.06
H 4.95 0.97 -4.24
H 4.46 3.19 -5.25
H 2.97 4.76 -4.04
H 2.04 4.16 -1.86
C -1.38 1.43 -4.70
O -1.45 0.04 -5.03
C -0.69 -0.74 -4.24
O 0.05 -0.31 -3.38
N -0.84 -2.05 -4.57
N -0.42 -3.01 -3.59
H -1.93 1.95 -5.49
H -0.34 1.77 -4.67
H -1.85 1.61 -3.74
H -1.75 -2.26 -4.95
H 0.48 -2.68 -3.23
H -0.16 -3.84 -4.12
I 1.48 -5.37 -1.16
I 0.54 -8.33 -2.16
S -3.23 -0.62 -2.12
C -4.57 -1.15 -1.29
N -5.04 -0.50 -0.20
C -6.04 -1.05 0.69
C -7.02 -1.88 -0.11
C -6.25 -2.93 -0.89
N -5.23 -2.26 -1.68
H -4.40 0.20 0.17
H -6.54 -0.22 1.20
H -5.57 -1.67 1.46
H -7.57 -1.24 -0.81
H -7.74 -2.36 0.56
H -6.90 -3.49 -1.57
H -5.80 -3.65 -0.20
H -4.77 -2.76 -2.42
C -2.73 -5.19 -0.96
C -2.77 -4.89 0.52
O -1.62 -4.17 0.88
C -1.54 -3.90 2.26
C -0.33 -3.04 2.53
H -3.68 -5.60 -1.29
H -1.95 -5.91 -1.19
H -2.51 -4.27 -1.52
H -2.82 -5.83 1.09
H -3.67 -4.31 0.79
H -1.48 -4.86 2.81
H -2.47 -3.40 2.59
H 0.57 -3.58 2.27
H -0.29 -2.74 3.58
H -0.37 -2.11 1.93

Results of the Mulliken charge analysis, in e, for atoms 1 through 8: atom 1 (K): 0.530, atom 2 (S): -0.049, atom 3 (C): 0.332, atom 4 (C): -0.383, atom 5 (C): -0.178, atom 6 (C): -0.631, atom 7 (C): -0.407, atom 8 (N): -0.146



Repeat the first record exactly.
This record from the OMol25 dataset describes the molecule C3H4S2. The level of theory is ωB97M-V/def2-TZVPD.

Results
LUMO level ... -0.024 Eh
SMILES string ... S=C[C@H]1CS1
Charge ... 0
HOMO-LUMO gap ... 8.2034 eV
Multiplicity ... 1
ΔE to the lowest compared entry with this formula, charge and spin ... 44.5 kcal/mol
Total energy ... -24843.7095 eV

Positions of all 9 atoms, in Å:
C 1.68 -0.45 -0.53
C -1.08 0.17 0.02
C 0.55 -0.57 0.40
S 3.19 -0.29 0.09
S -0.92 -1.61 -0.01
H 1.49 -0.46 -1.66
H -1.37 0.74 0.96
H -0.96 0.61 -0.94
H 0.57 -0.45 1.54

Results of the Mulliken charge analysis, in e, for atoms 1 through 8: atom 1 (C): -0.216, atom 2 (C): -0.611, atom 3 (C): -0.191, atom 4 (S): -0.227, atom 5 (S): -0.050, atom 6 (H): 0.281, atom 7 (H): 0.309, atom 8 (H): 0.333